The following is a DFT calculation (the ωB97M-V functional and the def2-TZVPD basis) of 9 unconnected molecules or ions with the total composition C6H30N2O8 in a non-equilibrium geometry.

Bonds (Å) are listed after each position.
Cartesian coordinates (Å):
1 O -1.66659 -2.99265 2.13413  H20 0.940, H22 0.972
2 O -3.09231 -1.15395 -1.12827  H33 0.977, H36 0.950
3 O 3.54915 -1.65102 -0.70969  H40 0.973, H42 0.920
4 O -0.51886 -4.84977 0.13722  H27 0.929, H34 0.989
5 O 0.86706 1.15207 3.22635  H28 0.995, H45 0.982
6 O 1.35451 -2.75115 -3.14347  H18 1.054, H37 0.944
7 O -2.15996 -0.02966 2.60463  H17 0.927, H29 0.990
8 O -0.15932 -0.59842 -2.40645  H39 0.995, H46 0.999
9 N 0.78937 -0.11461 0.34767  C13 1.439, H19 1.010, H32 0.993
10 N -1.47025 2.12635 -0.93746  C11 1.481, C15 1.328, H30 1.025
11 C -2.26607 2.12333 0.31121  N10 1.481, H24 1.084, H31 1.087, H44 1.109
12 C 0.73406 2.33295 0.11114  C13 1.571, C15 1.450, H21 1.076, H23 1.061
13 C 1.56963 1.01643 -0.08082  N9 1.439, C12 1.571, C16 1.503, H25 1.123
14 C 0.10868 3.33520 -2.07801  C15 1.398, H38 1.078, H41 1.077
15 C -0.21423 2.55708 -0.96229  N10 1.328, C12 1.450, C14 1.398
16 C 2.76311 1.08606 0.82997  C13 1.503, H26 1.064, H35 1.061, H43 1.094
17 H -2.39076 0.24170 1.74933  O7 0.927
18 H 0.91555 -3.29295 -2.35290  O6 1.054
19 H 1.37105 -0.92269 0.51957  N9 1.010
20 H -1.39117 -2.12044 2.35200  O1 0.940
21 H 1.48412 3.10081 0.18123  C12 1.076
22 H -2.32561 -3.33479 2.76199  O1 0.972
23 H 0.36261 2.29181 1.10435  C12 1.061
24 H -2.65214 1.11967 0.44717  C11 1.084
25 H 1.97211 1.02224 -1.12922  C13 1.123
26 H 3.49334 0.35446 0.57581  C16 1.064
27 H -1.43935 -4.97253 0.13421  O4 0.929
28 H 0.72141 0.60343 2.40884  O5 0.995
29 H -3.01309 0.25806 3.01627  O7 0.990
30 H -2.02109 2.47179 -1.72963  N10 1.025
31 H -1.58220 2.43801 1.09478  C11 1.087
32 H -0.07688 -0.14554 -0.13772  N9 0.993
33 H -2.22820 -0.91525 -1.51633  O2 0.977
34 H -0.45687 -4.86645 1.12392  O4 0.989
35 H 3.11183 2.02663 1.17583  C16 1.061
36 H -2.80832 -1.92704 -0.65519  O2 0.950
37 H 0.57675 -2.25245 -3.33567  O6 0.944
38 H -0.61311 3.86063 -2.68232  C14 1.078
39 H 0.80329 -0.51013 -2.17070  O8 0.995
40 H 4.46670 -1.96607 -0.63060  O3 0.973
41 H 1.10049 3.51101 -2.45826  C14 1.077
42 H 3.07128 -2.29464 -1.16099  O3 0.920
43 H 2.37854 0.90850 1.83822  C16 1.094
44 H -3.12188 2.82871 0.30951  C11 1.109
45 H 0.32422 0.68327 3.89725  O5 0.982
46 H -0.22062 0.21203 -2.98663  O8 0.999

Output
**Relative energy (zero: lowest compared OMol25 entry of this formula, charge and spin)**: 0.00 kJ/mol
**Gap between HOMO and LUMO (alpha / beta)**: 0.34009 / 0.22130 hartree
**Maximum force**: 4.16 eV Å⁻¹
**Total charge**: +1
**Multiplicity**: 2
**LUMO level (alpha / beta)**: -0.1357 / -0.2539 Eh

=====

The following is a DFT calculation (the ωB97M-V functional and the def2-TZVPD basis) of 2 unconnected molecules or ions with the total composition C6H15NO2 in a non-equilibrium geometry.

Bonds (Å) are listed after each position.
Cartesian coordinates (Å):
1 O 0.16368 -0.75650 -2.84542  C5 1.214
2 O -0.36853 -1.77724 2.66848  H13 0.975, H19 0.944
3 N -1.71144 -0.57187 -1.67510  C4 1.432, C5 1.402, H23 1.022
4 C -2.47411 -0.56684 -0.46302  N3 1.432, H12 1.091, H15 1.083, H22 1.099
5 C -0.31196 -0.63174 -1.73526  O1 1.214, N3 1.402, C8 1.489
6 C 1.81801 1.52994 -1.03504  C7 1.534, H10 1.086, H11 1.092, H21 1.092
7 C 0.74681 0.94417 -0.10659  C6 1.534, C8 1.536, C9 1.511, H17 1.100
8 C 0.44959 -0.52015 -0.46106  C5 1.489, C7 1.536, H14 1.090, H16 1.094
9 C 1.12544 1.04960 1.35209  C7 1.511, H18 1.091, H20 1.089, H24 1.093
10 H 1.90259 2.60520 -0.90770  C6 1.086
11 H 2.79686 1.10131 -0.81223  C6 1.092
12 H -2.12237 0.23143 0.19244  C4 1.091
13 H -0.75342 -1.67154 3.55752  O2 0.975
14 H 1.40444 -1.03360 -0.57133  C8 1.090
15 H -3.52530 -0.46176 -0.70332  C4 1.083
16 H -0.05436 -1.03189 0.36363  C8 1.094
17 H -0.14728 1.56508 -0.26781  C7 1.100
18 H 0.32177 0.67131 1.98483  C9 1.091
19 H 0.35868 -2.36479 2.79663  O2 0.944
20 H 1.33711 2.07158 1.66332  C9 1.089
21 H 1.58012 1.32148 -2.08006  C6 1.092
22 H -2.34937 -1.52180 0.06692  C4 1.099
23 H -2.20383 -0.64375 -2.56835  N3 1.022
24 H 2.01690 0.46237 1.58639  C9 1.093

Output
**Relative energy (zero: lowest compared OMol25 entry of this formula, charge and spin)**: 0.00 kJ/mol
**Gap between HOMO and LUMO (alpha / beta)**: 0.42631 / 0.23025 hartree
**Maximum force**: 1.34 eV Å⁻¹
**Total charge**: +1
**Multiplicity**: 2
**LUMO level (alpha / beta)**: -0.1233 / -0.3191 Eh

=====

The following is a DFT calculation (the ωB97M-V functional and the def2-TZVPD basis) of a gas-phase ion, C5H6NO2S (charge +1) in a non-equilibrium geometry.

Bonds (Å) are listed after each position.
Cartesian coordinates (Å):
1 S 1.03478 -1.04703 -1.68875  C6 1.730, C7 1.836
2 O -0.72035 2.09861 1.22460  C8 1.154
3 O -1.16969 -1.09394 1.27807  N4 1.381, H10 0.973
4 N -0.28767 -0.31366 0.55600  O3 1.381, C5 1.433, C7 1.496, C8 1.717
5 C 1.10428 -0.47810 0.85407  N4 1.433, C6 1.333, H14 1.075
6 C 1.85965 -0.84091 -0.18208  S1 1.730, C5 1.333, H12 1.075
7 C -0.51156 -0.42423 -0.91874  S1 1.836, N4 1.496, C9 1.532, H15 1.090
8 C -0.67076 1.34710 0.35059  O2 1.154, N4 1.717, C9 1.473
9 C -0.76389 1.07703 -1.09443  C7 1.532, C8 1.473, H11 1.093, H13 1.096
10 H -1.13041 -0.88697 2.22826  O3 0.973
11 H -1.73607 1.35545 -1.50936  C9 1.093
12 H 2.91883 -1.01961 -0.15144  C6 1.075
13 H 0.00101 1.60931 -1.67059  C9 1.096
14 H 1.42428 -0.30193 1.86511  C5 1.075
15 H -1.35243 -1.08110 -1.14131  C7 1.090

Output
**Relative energy (zero: lowest compared OMol25 entry of this formula, charge and spin)**: 112.84 kJ/mol
**SMILES**: O=C1C[C@H]2SC=C[N@@+]12O
**Gap between HOMO and LUMO**: 0.33393 hartree
**Maximum force**: 1.26 eV Å⁻¹
**Total charge**: +1
**LUMO level**: -0.1622 Eh